Formula: C23H30IrN4O2PS2
Source: the Open Molecules 2025 dataset
Level of theory: ωB97M-V/def2-TZVPD

XYZ file:
```
63
Properties=species:S:1:pos:R:3:lowdin_charge:R:1
Ir -0.27310 -0.09493 0.00982 0.902
C -1.78676 -2.65458 1.11526 -0.119
N -0.63461 -1.95778 1.67485 -0.199
C 0.60314 -2.71947 1.56067 -0.133
C 1.81795 -1.84852 1.73723 -0.285
C 3.06386 -2.37479 2.05152 -0.012
C 4.13603 -1.51444 2.21071 -0.052
C 3.92385 -0.14887 2.07339 -0.053
C 2.65574 0.28291 1.73635 -0.156
N 1.62980 -0.54545 1.55184 -0.010
C -0.84631 -1.33879 2.97691 -0.111
C -1.49744 0.02125 2.86819 -0.259
C -2.53559 0.38838 3.70586 -0.016
C -3.06884 1.66678 3.62388 -0.050
C -2.53516 2.54070 2.69083 -0.046
C -1.51025 2.09601 1.87718 -0.136
N -1.00605 0.86113 1.94423 -0.009
C -2.07656 -2.10823 -0.30087 -0.556
C -3.16823 -2.87065 -0.98475 -0.064
C -3.03304 -3.23976 -2.27500 -0.121
C -1.81919 -2.97936 -2.98216 -0.119
C -0.77119 -2.39950 -2.30239 -0.209
N -0.81330 -2.05095 -1.01760 -0.084
H -2.66713 -2.48220 1.73870 0.128
H -1.60462 -3.73151 1.06018 0.133
H 0.62431 -3.12066 0.54416 0.126
H 0.64020 -3.56157 2.26686 0.137
H 3.18657 -3.44429 2.16988 0.117
H 5.11885 -1.89859 2.44978 0.109
H 4.72355 0.56317 2.22383 0.106
H 2.44218 1.33703 1.60836 0.092
H 0.12739 -1.19790 3.44989 0.130
H -1.44555 -1.97973 3.63252 0.130
H -2.92445 -0.32327 4.42271 0.116
H -3.88201 1.96818 4.27014 0.110
H -2.90690 3.55090 2.59106 0.109
H -1.08607 2.74316 1.11901 0.074
H -4.08357 -3.04705 -0.42896 0.100
H -3.84874 -3.74091 -2.78353 0.095
H -1.70797 -3.24282 -4.02390 0.076
H 0.17720 -2.23416 -2.80652 0.076
C -0.23599 2.10168 -5.55859 -0.073
C 0.80899 2.56937 -4.56731 -0.298
O 1.27926 1.45209 -3.79402 -0.336
P 1.12237 1.43626 -2.21077 -0.115
S 1.94339 -0.24420 -1.57736 0.329
S -0.75180 1.86340 -1.61923 0.362
O 2.03701 2.72892 -1.85643 -0.337
C 2.04898 3.28548 -0.54177 -0.325
C 3.48328 3.38157 -0.05971 -0.077
H -0.48846 2.92436 -6.22922 0.077
H -1.13644 1.77617 -5.03848 0.072
H 0.14943 1.26842 -6.14553 0.080
H 0.39228 3.33147 -3.90479 0.094
H 1.67570 2.99061 -5.07716 0.120
H 1.44447 2.66821 0.13008 0.055
H 1.58577 4.27356 -0.58998 0.119
H 3.94637 2.39458 -0.08396 0.068
H 3.51704 3.77859 0.95665 0.079
H 4.05224 4.04276 -0.71332 0.079
C -2.38273 -0.60962 -0.15815 -0.147
H -3.04131 -0.35872 0.67970 0.062
H -2.78787 -0.22385 -1.09080 0.046
```

## Properties
Frontier orbital gap (alpha / beta) in eV: 5.705 / 5.691
Highest occupied orbital energy (alpha / beta) in eV: -5.694 / -5.702
ΔE to the lowest compared entry with this formula, charge and spin in eV: 3.017



Formula: CH6N2S
Source: the Open Molecules 2025 dataset
Level of theory: ωB97M-V/def2-TZVPD

XYZ file:
```
10
Properties=species:S:1:pos:R:3:lowdin_charge:R:1
C 1.48438 0.24278 0.05678 -0.165
N 0.21208 0.09616 -0.71596 -0.151
N -0.95918 -0.35297 0.34583 -0.425
S -2.50723 0.24929 -0.31331 0.622
H 1.66725 1.35745 0.38290 0.108
H 1.65371 -0.47376 0.83436 0.058
H 2.16995 0.08325 -0.74771 0.057
H 0.39591 -0.85592 -1.09152 0.081
H -0.77716 0.34093 1.04641 -0.011
H -3.33971 -0.68720 0.20222 -0.174
```

## Properties
Frontier orbital gap in eV: 9.887
Highest occupied orbital energy in eV: -8.992
ΔE to the lowest compared entry with this formula, charge and spin in eV: 2.420



Formula: C20H40IO25S6
Source: the Open Molecules 2025 dataset
Level of theory: ωB97M-V/def2-TZVPD

XYZ file:
```
92
Properties=species:S:1:pos:R:3:lowdin_charge:R:1
O -3.25211 2.31393 0.57754 -0.092
C -1.98877 2.98165 0.79141 -0.250
C -1.24641 3.22250 -0.50500 -0.227
C 0.26026 3.35553 -0.37111 -0.232
C 0.91586 2.03942 0.04305 -0.322
C 0.72409 0.92124 -0.97311 -0.252
C 1.72192 -0.19634 -0.74354 -0.311
C 1.39323 -1.16971 0.43657 -0.301
C 2.55542 -1.37998 1.39592 -0.610
I 1.99525 -1.42535 3.47867 0.806
H -3.54621 2.59122 -0.29120 0.057
H -2.18786 3.93553 1.28703 0.106
H -1.43288 2.34627 1.47202 0.101
H -1.45629 2.40026 -1.18621 0.089
H -1.66714 4.12326 -0.95745 0.099
H 0.66521 3.61540 -1.34861 0.098
H 0.51173 4.17965 0.30652 0.101
H 0.54895 1.78983 1.06330 0.081
H 1.98973 2.21785 0.16113 0.091
H -0.26692 0.47319 -0.79843 0.032
H 1.81465 -0.80915 -1.64592 0.068
H 2.71257 0.23499 -0.56218 0.059
H 1.12351 -2.14775 0.03259 0.092
H 0.51920 -0.79719 0.96246 0.069
H 3.04169 -2.34012 1.25903 0.021
H 3.30697 -0.60355 1.31658 0.030
C -0.66836 -4.14570 2.74065 -0.158
C 0.44050 -5.16285 2.59438 -0.144
O -0.16801 -6.21245 1.80536 -0.185
S -1.18186 -5.58587 0.76578 0.560
O -0.57623 -5.44046 -0.50378 -0.211
O -2.42545 -6.26321 0.88018 -0.231
O -1.30302 -4.15350 1.44074 -0.214
H -1.40428 -4.45027 3.48621 0.135
H -0.27360 -3.16229 2.97031 0.040
H 0.75783 -5.58887 3.54027 0.138
H 1.29976 -4.75601 2.06094 0.129
C -0.98443 1.04794 -5.08794 -0.153
C -1.97360 1.39677 -6.18526 -0.164
O -2.74547 2.47010 -5.62252 -0.195
S -1.81911 3.34404 -4.64976 0.567
O -1.36432 4.50767 -5.31912 -0.224
O -2.48806 3.44190 -3.40786 -0.222
O -0.62380 2.32628 -4.55662 -0.193
H -1.43071 0.44697 -4.29745 0.135
H -0.08524 0.56514 -5.45822 0.132
H -2.64698 0.58093 -6.43130 0.131
H -1.46982 1.75572 -7.08539 0.129
C -4.38913 -3.25214 0.53718 -0.144
C -4.82522 -4.30261 -0.46172 -0.157
O -6.10606 -3.82193 -0.91297 -0.192
S -6.10698 -2.22956 -0.94764 0.573
O -5.84426 -1.77653 -2.26411 -0.222
O -7.26204 -1.78016 -0.26278 -0.225
O -4.81001 -2.01457 -0.06589 -0.176
H -4.90218 -3.37150 1.49301 0.139
H -3.31497 -3.25442 0.69052 0.113
H -4.95832 -5.28393 -0.01900 0.128
H -4.14170 -4.36592 -1.30968 0.138
C 6.01918 -1.13844 3.30023 -0.151
C 7.17256 -1.81354 4.00953 -0.149
O 6.70426 -3.15958 4.20977 -0.187
S 5.80498 -3.60564 2.97585 0.554
O 6.58429 -4.34203 2.04845 -0.223
O 4.58344 -4.11801 3.46379 -0.246
O 5.55719 -2.15071 2.38209 -0.231
H 5.21597 -0.87739 3.99060 0.104
H 6.32038 -0.26398 2.72844 0.122
H 7.39329 -1.37260 4.97639 0.135
H 8.07519 -1.83855 3.39652 0.134
C 6.63330 -0.92083 -1.21056 -0.142
C 5.46444 -0.26471 -1.91877 -0.145
O 5.19411 0.88738 -1.10791 -0.192
S 6.53471 1.46931 -0.49944 0.574
O 7.00523 2.55514 -1.27324 -0.211
O 6.34882 1.61104 0.89764 -0.229
O 7.44750 0.19389 -0.79145 -0.195
H 6.31457 -1.47996 -0.32917 0.123
H 7.22705 -1.55578 -1.86093 0.133
H 4.57163 -0.88198 -1.94304 0.130
H 5.72538 0.06069 -2.92694 0.136
C -5.84878 4.49261 1.55361 -0.146
C -5.72554 4.75133 0.06865 -0.151
O -6.60812 5.87112 -0.14978 -0.188
S -6.59434 6.83255 1.11269 0.571
O -5.70920 7.91783 0.90560 -0.222
O -7.93729 7.07810 1.49330 -0.229
O -5.91120 5.81634 2.12375 -0.190
H -6.76833 3.96099 1.80123 0.135
H -4.98859 3.96566 1.95605 0.125
H -6.06008 3.91298 -0.53358 0.138
H -4.70649 5.02545 -0.20695 0.134
```

## Properties
Frontier orbital gap in eV: 3.789
Highest occupied orbital energy in eV: -2.057
Total charge: -1



Record order is preserved below.
Maximum force: 5.2 3.3 0.6 eV/A
Record order is preserved below.
DFT total energy: -68191.2540 -14947.1669 -145682.0974 eV